Record 1
Density functional theory data (the ωB97M-V functional and the def2-TZVPD basis) for a structure of composition C34H26Cl2FIMnN5O8 in a non-equilibrium geometry.

The geometry in XYZ format:
```
78
Properties=species:S:1:pos:R:3:forces:R:3:lowdin_charge:R:1
Mn -0.090806 0.314004 -0.086206 0.72 0.25 -0.97 0.71
C 0.647232 -4.252793 -0.088241 0.01 -0.07 -0.03 -0.03
C 1.162173 -3.525956 1.114529 -0.06 0.11 0.04 -0.26
N 1.910162 -4.159302 1.970724 0.25 -0.04 0.33 0.11
C 2.385328 -3.495341 3.061924 0.03 -0.24 -0.27 -0.12
C 2.131124 -2.182092 3.317493 0.01 0.10 0.04 -0.17
C 2.710249 -1.570703 4.572438 -0.06 -0.05 -0.14 -0.21
O 3.552543 -0.437684 4.366241 0.00 0.06 -0.03 -0.07
C 1.313582 -1.461019 2.404253 -0.05 0.27 0.12 -0.06
C 1.052843 -0.067272 2.680517 0.34 -0.64 0.47 -0.05
N 0.466303 0.781848 1.925407 -0.16 1.02 0.03 0.02
C 0.478575 2.151501 2.330286 -0.04 -0.29 -0.06 -0.30
C 1.486161 2.691122 3.128019 0.25 -0.02 0.09 -0.02
C 1.499662 4.035087 3.465090 0.04 -0.06 0.03 -0.08
C 0.507158 4.882621 3.000744 -0.05 0.02 -0.04 -0.09
C -0.491748 4.372135 2.185370 0.06 -0.03 0.04 -0.16
C -0.494509 3.025723 1.855299 -0.30 0.12 -0.19 -0.59
I -2.015305 2.338769 0.586794 -0.13 0.34 0.29 1.24
C 0.793551 -2.136460 1.275278 0.09 0.07 0.25 -0.30
O 0.010001 -1.605559 0.424300 -0.28 -0.69 0.09 -0.12
H 1.227010 -5.162930 -0.229689 -0.02 -0.01 0.01 0.07
H 0.705448 -3.623659 -0.976629 -0.01 0.01 0.02 0.08
H -0.404478 -4.524228 0.045200 0.01 0.05 -0.02 0.08
H 3.016744 -4.065765 3.734337 -0.02 -0.07 -0.04 0.10
H 3.250031 -2.349780 5.113604 0.03 -0.06 0.04 0.11
H 1.906099 -1.227212 5.224765 0.02 0.10 0.05 0.12
H 4.322824 -0.704385 3.850147 -0.06 -0.10 -0.04 0.09
H 1.430621 0.287662 3.637283 0.01 -0.07 0.01 0.11
H 2.301836 2.057635 3.461394 -0.05 0.04 -0.04 0.11
H 2.306727 4.420694 4.076898 -0.03 -0.02 -0.04 0.10
H 0.522105 5.938009 3.244396 -0.01 -0.04 0.00 0.10
H -1.265483 5.018313 1.792177 0.03 0.00 0.01 0.09
F 5.982273 -1.933366 -0.283384 0.00 -0.07 0.00 0.09
C 5.718138 -0.640030 -0.055627 0.01 -0.14 -0.01 -0.20
C 4.956206 0.065644 -0.887836 -0.18 0.23 -0.35 0.04
N 4.696710 1.409331 -0.714751 -0.33 -0.05 0.15 0.02
C 3.521675 1.991759 -1.392848 0.33 -0.02 -0.01 -0.02
C 2.207799 1.384010 -0.892098 0.11 -0.36 0.35 -0.63
O 1.207494 2.128066 -0.814241 0.01 -0.08 0.01 -0.04
O 2.227104 0.164940 -0.572952 -0.15 0.35 -0.07 -0.02
C 5.220771 2.093071 0.370029 -0.07 -0.04 -0.01 -0.46
O 5.036441 3.272266 0.587897 -0.01 -0.11 0.01 0.08
N 5.994137 1.310716 1.217094 -0.12 0.08 -0.14 0.21
C 6.226193 -0.058113 1.157877 0.27 -0.06 0.49 -0.41
O 6.801218 -0.639922 2.061331 -0.09 0.13 -0.16 0.07
H 4.523682 -0.395625 -1.763148 -0.10 0.02 0.04 0.15
H 3.619066 1.802247 -2.461663 -0.05 0.03 -0.05 0.14
H 3.521536 3.058208 -1.212617 0.07 0.09 -0.02 0.12
H 6.334627 1.782794 2.039778 0.02 0.04 0.06 0.16
Cl -6.180142 -1.833132 -2.661459 0.03 0.07 0.04 0.73
C -5.306180 -1.101183 -3.979090 0.00 -0.04 -0.01 -0.58
C -5.382889 -1.730126 -5.212080 -0.01 -0.03 -0.05 -0.12
C -4.786242 -1.166014 -6.323638 -0.02 -0.04 0.00 -0.09
C -4.121044 0.042999 -6.192122 0.02 0.04 -0.03 -0.11
C -4.029863 0.644104 -4.957066 -0.02 0.05 -0.01 -0.58
Cl -3.188379 2.161811 -4.836702 -0.04 -0.07 0.02 0.73
C -4.586852 0.083503 -3.793599 0.05 0.10 0.15 -0.30
N -4.459717 0.752301 -2.588770 -0.10 -0.14 0.03 0.09
C -4.337714 0.227998 -1.268857 -0.08 0.05 -0.24 -0.27
C -5.053762 0.882133 -0.269693 -0.10 0.04 0.02 -0.09
C -4.963798 0.482013 1.054466 -0.03 -0.08 -0.01 -0.15
C -4.159695 -0.599244 1.381805 -0.04 -0.03 -0.04 -0.11
C -3.441091 -1.242708 0.382562 -0.01 -0.05 0.07 -0.05
C -3.496888 -0.844682 -0.951577 0.15 -0.06 -0.02 -0.19
C -2.630135 -1.532102 -1.977940 -0.17 -0.04 0.09 -0.04
C -1.624177 -0.600988 -2.668963 0.08 0.14 -0.18 -0.62
O -1.588270 -0.576784 -3.896463 0.12 -0.03 0.28 0.02
O -0.879386 0.078764 -1.878311 -0.33 0.07 -0.52 -0.14
H -5.934732 -2.658197 -5.285787 0.02 0.03 0.01 0.10
H -4.842662 -1.659105 -7.285923 0.00 0.02 0.05 0.10
H -3.645800 0.515936 -7.041121 -0.01 -0.01 0.04 0.10
H -4.146000 1.702024 -2.687933 0.10 0.08 -0.02 0.08
H -5.699336 1.707684 -0.554190 0.05 -0.07 0.01 0.11
H -5.519019 1.012342 1.819967 0.03 -0.03 -0.04 0.10
H -4.073859 -0.931907 2.410240 0.00 0.02 -0.06 0.10
H -2.787799 -2.068050 0.640955 0.03 0.03 0.00 0.11
H -3.219447 -2.010330 -2.759673 -0.03 -0.05 0.06 0.10
H -2.043962 -2.298062 -1.466007 -0.01 -0.03 0.00 0.12
```
Forces are in eV/Å.

Output
Orbital gap (alpha / beta): 0.263 / 0.276 Ha
Multiplicity: 6
Net charge: -1
LUMO level (alpha / beta): 0.075 / 0.073 Ha

---

Record 2
Density functional theory data (the ωB97M-V functional and the def2-TZVPD basis) for a cluster of 2 separate species, C3H10NOS in total in a non-equilibrium geometry.

The geometry in XYZ format:
```
16
Properties=species:S:1:pos:R:3:forces:R:3:lowdin_charge:R:1
C 1.389686 0.180349 -0.500904 -1.18 -0.21 -1.90 -0.10
C 0.038025 -0.347307 -1.065532 0.80 0.65 0.10 -0.56
C -0.927181 -0.618155 0.070533 -1.15 0.11 0.46 -0.69
S -1.716251 0.882594 0.848786 0.70 -0.26 0.09 0.16
N -0.510594 0.603417 -2.064972 0.74 -0.70 0.38 -0.01
H 1.937201 -0.679375 -0.126630 0.10 0.37 0.88 0.06
H 1.131581 1.039249 0.113604 0.50 -0.27 0.65 0.04
H 1.930507 0.536141 -1.379325 0.23 0.15 0.04 0.05
H 0.260818 -1.291084 -1.578275 -0.14 -0.01 -0.12 0.11
H -1.812198 -1.164073 -0.279319 0.32 -0.27 -0.25 0.02
H -0.426065 -1.259445 0.801805 -0.01 0.11 0.15 0.04
H -1.305835 0.091796 -2.421627 -0.50 0.42 -0.22 0.04
H -0.865094 1.372385 -1.491568 -0.33 -0.09 -0.15 -0.01
H -0.187770 -0.339534 3.138262 -0.76 -0.63 -0.05 -0.02
H 0.407779 0.901679 2.727586 0.20 -0.11 -0.12 -0.02
O 0.655391 0.091363 3.207576 0.45 0.73 0.06 -0.13
```
Forces are in eV/Å.

Output
Orbital gap: 0.256 Ha
Net charge: -1
Energy relative to the best compared isomer or geometry (same formula, charge and spin): 6.1 kcal per mole
LUMO level: 0.150 Ha

---

Record 3
Density functional theory data (the ωB97M-V functional and the def2-TZVPD basis) for a structure of composition C21H13F5N3O2RuS2Se2Te2 in a non-equilibrium geometry.

The geometry in XYZ format:
```
51
Properties=species:S:1:pos:R:3:forces:R:3:lowdin_charge:R:1
Ru 0.141657 0.363973 0.562404 0.10 2.01 0.01 0.93
O 3.926455 0.032049 0.721717 0.08 -0.16 -0.18 0.02
C 3.194280 0.385439 -0.195313 0.01 0.36 0.00 -0.71
O 2.179636 -0.207681 -0.699160 -0.40 -0.28 0.31 -0.24
C 3.426008 1.727013 -0.861846 -0.04 -0.08 -0.01 -0.17
C 4.535928 1.959063 -1.661693 0.11 0.01 0.07 -0.04
C 4.699278 3.161556 -2.336769 -0.04 0.00 0.03 -0.12
C 3.732893 4.150063 -2.199636 0.00 -0.03 0.00 -0.13
C 2.622300 3.925164 -1.399186 -0.01 0.06 0.00 -0.14
C 2.448020 2.714215 -0.725359 -0.26 0.07 -0.18 -0.56
S 1.017417 2.569553 0.311641 0.11 -0.20 0.19 0.73
H 5.284103 1.178363 -1.741804 0.00 0.00 0.00 0.11
H 5.570115 3.326053 -2.960995 0.00 -0.01 -0.01 0.08
H 3.834275 5.092969 -2.725531 0.01 0.01 0.02 0.08
H 1.865875 4.694019 -1.290249 -0.01 -0.01 -0.01 0.09
N -4.042355 0.494571 -0.436371 0.00 0.04 0.06 0.11
C -4.906549 -0.215575 0.387632 0.05 0.06 -0.01 -0.25
C -6.279988 -0.135867 0.181312 -0.03 0.02 0.01 -0.05
C -7.166561 -0.841992 0.981019 0.00 -0.02 0.02 -0.13
C -6.678208 -1.643454 2.003221 0.00 0.02 -0.05 -0.12
C -5.308248 -1.724513 2.210859 0.02 0.00 0.06 -0.12
C -4.408834 -1.020607 1.417934 -0.09 -0.02 0.04 -0.45
S -2.697134 -1.216990 1.706938 0.02 -0.12 -0.14 0.98
N -1.989431 -0.103974 0.627591 0.00 0.05 0.01 -0.41
C -2.654849 0.412603 -0.406619 -0.09 -0.03 -0.05 -0.36
C -1.926076 0.923182 -1.501493 -0.05 -0.14 0.06 -0.24
C -2.459745 1.745020 -2.531850 0.00 -0.05 0.00 -0.05
C -1.654962 2.126649 -3.567560 0.04 -0.01 -0.01 -0.11
C -0.316398 1.692145 -3.612682 -0.05 0.01 -0.07 -0.08
C 0.158734 0.941899 -2.554970 0.03 -0.17 0.11 -0.15
N -0.597095 0.568224 -1.524869 0.06 0.28 -0.07 -0.05
H -4.444181 0.877127 -1.272030 0.01 -0.08 -0.06 0.11
H -6.652202 0.491367 -0.622511 0.01 0.01 0.00 0.10
H -8.231734 -0.763460 0.802215 0.00 0.00 -0.01 0.09
H -7.354126 -2.210051 2.630813 0.00 0.01 0.01 0.09
H -4.917628 -2.356996 3.000291 0.01 0.01 0.00 0.10
H -3.478142 2.109977 -2.480327 0.00 0.02 0.02 0.09
H -2.046568 2.779354 -4.339513 0.00 -0.02 -0.02 0.09
H 0.347907 1.970237 -4.417954 0.00 0.00 0.00 0.09
H 1.188557 0.610374 -2.487812 0.02 0.08 0.02 0.10
Se 0.118901 -2.482415 -0.273882 0.26 -0.97 -0.03 -0.23
Te -0.329672 -4.904947 -0.058543 -0.03 0.20 0.05 -0.05
Te 1.995771 -3.549070 3.150043 -0.24 0.07 -0.11 0.07
Se 1.168158 -1.737089 1.704000 0.42 -0.90 0.16 -0.19
F 1.003115 1.455752 3.149458 0.06 -0.08 0.01 -0.01
C -0.150947 1.041017 2.556741 -0.43 0.19 -0.16 -0.56
F -0.639876 0.068088 3.389619 0.12 -0.08 0.03 -0.07
C -1.195955 2.234851 2.733111 0.32 -0.22 -0.10 -0.60
F -2.262757 1.859368 3.455573 -0.05 0.01 0.01 0.12
F -0.640481 3.278162 3.371875 -0.04 0.04 0.01 0.12
F -1.669932 2.696789 1.568970 -0.02 0.04 -0.01 0.07
```
Forces are in eV/Å.

Output
Orbital gap (alpha / beta): 0.183 / 0.170 Ha
Multiplicity: 6
Net charge: -2
Energy relative to the best compared isomer or geometry (same formula, charge and spin): 56.4 kcal per mole
LUMO level (alpha / beta): 0.150 / 0.130 Ha

---

| no. | E_tot (Eh) |
| --- | --- |
| 1 | -4656.1902 |
| 2 | -648.5219 |
| 3 | -7852.3387 |